Entry 1:
Density functional theory data (ωB97M-V/def2-TZVPD) for 9 unconnected molecules or ions with the total composition C45H77N11O9S in a non-equilibrium geometry.

The SMILES is C#CCCCc1c(CC)c(N)c(CC(=O)c2ccccc2)c2nsnc12.CN(C)C=O.CN(C)C=O.CN(C)C=O.CN(C)C=O.CN(C)C=O.CN(C)C=O.CN(C)C=O.CN(C)C=O. Its charge is 0. The value obtained for the HOMO energy is -7.630 eV. For the largest force on an atom, the calculation gives 10.1 eV Å⁻¹.

Positions of all 143 atoms, in Å:
C 4.70 0.63 1.78
C 5.03 1.39 0.62
C 5.52 2.28 -0.71
C 4.17 2.89 -1.42
C 3.57 4.23 -0.69
C 1.92 4.15 -0.70
C 0.98 4.38 0.67
C 1.83 4.65 2.06
C 2.46 3.21 2.63
C -0.69 4.34 0.64
N -1.49 4.60 1.89
C -1.43 4.03 -0.79
C -3.04 3.97 -1.07
C -3.95 3.38 0.15
O -4.65 4.30 0.88
C -4.14 1.82 0.58
C -4.01 1.49 2.22
C -4.22 -0.01 2.86
C -4.57 -1.29 1.86
C -4.68 -0.97 0.25
C -4.48 0.55 -0.41
C -0.43 3.80 -2.11
N -0.84 3.54 -3.55
S 0.51 3.37 -4.69
N 1.80 3.60 -3.53
C 1.21 3.84 -2.16
H 4.85 -0.03 2.76
H 6.03 1.47 -1.43
H 6.32 3.09 -0.43
H 3.32 2.07 -1.38
H 4.32 3.16 -2.57
H 3.85 5.16 -1.39
H 4.04 4.41 0.37
H 1.21 5.16 2.91
H 2.76 5.35 1.86
H 1.84 2.30 2.24
H 3.60 3.16 2.34
H 2.43 3.20 3.82
H -1.83 3.68 2.28
H -0.95 5.10 2.63
H -3.19 3.25 -2.01
H -3.38 5.04 -1.45
H -3.79 2.39 2.97
H -4.17 -0.26 4.01
H -4.75 -2.38 2.27
H -4.96 -1.87 -0.48
H -4.59 0.76 -1.56
C 9.10 -2.51 -1.82
N 8.42 -1.25 -1.56
C 7.03 -1.12 -1.95
C 9.06 -0.19 -0.96
O 8.55 0.90 -0.72
H 9.08 -2.71 -2.89
H 8.57 -3.31 -1.29
H 10.13 -2.47 -1.48
H 6.94 -0.29 -2.66
H 6.44 -0.89 -1.06
H 6.67 -2.04 -2.41
H 10.11 -0.40 -0.71
C -7.19 6.34 -0.54
N -7.15 6.58 -1.97
C -8.18 7.40 -2.57
C -6.16 6.05 -2.78
O -6.07 6.21 -3.99
H -8.13 5.85 -0.29
H -7.13 7.30 -0.02
H -6.36 5.71 -0.23
H -8.71 6.82 -3.33
H -7.71 8.26 -3.06
H -8.89 7.75 -1.81
H -5.43 5.44 -2.22
C -4.22 -3.41 -5.70
N -4.17 -3.28 -4.26
C -5.25 -3.85 -3.47
C -3.13 -2.65 -3.61
O -3.03 -2.51 -2.40
H -5.13 -2.92 -6.07
H -4.24 -4.47 -5.96
H -3.35 -2.94 -6.17
H -5.72 -3.05 -2.89
H -4.84 -4.59 -2.79
H -6.00 -4.32 -4.12
H -2.37 -2.26 -4.30
C 4.26 -0.06 8.19
N 4.69 -0.09 6.81
C 5.30 1.09 6.24
C 4.54 -1.21 6.02
O 4.89 -1.31 4.84
H 3.51 0.72 8.31
H 5.12 0.15 8.82
H 3.82 -1.02 8.48
H 4.70 1.42 5.38
H 6.31 0.85 5.89
H 5.35 1.89 6.98
H 4.07 -2.06 6.55
C -5.50 5.42 6.90
N -4.46 4.85 6.08
C -4.79 4.39 4.75
C -3.15 4.75 6.52
O -2.22 4.29 5.87
H -6.28 4.66 7.05
H -5.93 6.29 6.39
H -5.11 5.73 7.88
H -4.54 3.33 4.67
H -4.19 4.94 4.01
H -5.85 4.54 4.54
H -3.01 5.13 7.54
C -8.31 -3.89 -8.05
N -7.48 -5.05 -8.28
C -7.80 -5.93 -9.38
C -6.39 -5.34 -7.49
O -5.64 -6.30 -7.63
H -9.33 -4.22 -7.85
H -8.29 -3.25 -8.94
H -7.95 -3.31 -7.19
H -7.99 -6.94 -8.99
H -6.95 -5.98 -10.07
H -8.69 -5.57 -9.92
H -6.23 -4.61 -6.68
C 6.71 -7.10 -4.01
N 6.79 -6.59 -2.66
C 5.64 -6.72 -1.79
C 7.93 -5.98 -2.18
O 8.07 -5.53 -1.05
H 5.90 -6.59 -4.54
H 6.50 -8.17 -3.97
H 7.64 -6.94 -4.56
H 5.33 -5.72 -1.47
H 5.93 -7.30 -0.91
H 4.82 -7.21 -2.31
H 8.75 -5.94 -2.92
C 3.21 -5.77 6.08
N 3.65 -5.80 4.70
C 4.25 -4.61 4.13
C 3.50 -6.92 3.91
O 3.84 -7.01 2.74
H 2.46 -4.98 6.20
H 4.08 -5.56 6.71
H 2.78 -6.73 6.37
H 3.66 -4.29 3.27
H 5.26 -4.86 3.78
H 4.30 -3.81 4.87
H 3.03 -7.77 4.44

Entry 2:
Density functional theory data (ωB97M-V/def2-TZVPD) for 4 unconnected molecules or ions with the total composition C14H39N3O5 in a non-equilibrium geometry.

As for the energy relative to the best compared isomer or geometry (same formula, charge and spin): 0.000 eV. Its charge is +2. The value obtained for the HOMO energy is -14.879 eV. For the largest force on an atom, the calculation gives 4.3 eV Å⁻¹.

Positions of all 61 atoms, in Å:
C -1.75 0.54 2.66
C -0.51 -0.40 2.72
C -0.71 -1.87 2.67
O -1.39 -2.19 3.92
C -1.69 -3.56 4.01
N 0.37 -0.04 1.56
H 1.25 -0.48 1.46
H -0.22 -0.21 0.64
H 0.48 0.96 1.73
H -2.32 0.50 1.76
H -1.28 1.51 2.85
H -2.25 0.34 3.59
H 0.01 -0.21 3.72
H 0.25 -2.49 2.60
H -1.31 -2.10 1.78
H -2.55 -4.01 3.45
H -2.06 -3.68 5.09
H -0.83 -4.21 3.90
C -3.88 -1.36 0.16
C -4.27 -0.64 -1.08
C -4.73 0.77 -0.93
O -5.68 0.79 0.13
C -6.47 1.97 0.09
N -3.03 -0.69 -2.05
H -2.92 -1.66 -2.31
H -3.16 -0.05 -2.83
H -2.19 -0.36 -1.57
H -3.79 -2.42 -0.05
H -4.64 -1.29 0.88
H -2.97 -1.03 0.55
H -5.03 -1.21 -1.53
H -5.20 1.18 -1.85
H -3.98 1.56 -0.74
H -5.92 2.84 0.23
H -7.27 1.85 0.82
H -6.98 1.96 -0.93
C 4.41 0.20 -0.08
C 4.53 0.91 -1.32
C 5.97 1.41 -1.60
O 6.46 2.01 -0.43
C 7.86 2.10 -0.37
N 3.97 -0.02 -2.38
H 4.37 -0.99 -2.24
H 2.96 -0.09 -2.31
H 4.17 0.21 -3.35
H 5.20 -0.55 0.19
H 3.42 -0.30 -0.01
H 4.39 0.79 0.84
H 3.83 1.75 -1.38
H 5.98 2.14 -2.39
H 6.61 0.52 -1.82
H 8.36 3.06 -0.58
H 8.34 1.38 -1.10
H 8.19 1.71 0.57
C -0.30 0.69 -3.05
C 0.20 0.14 -1.75
O -0.68 -0.26 -0.87
O 1.44 0.07 -1.55
H -1.16 1.30 -2.89
H -0.42 -0.09 -3.82
H 0.53 1.31 -3.45

Entry 3:
Density functional theory data (ωB97M-V/def2-TZVPD) for a molecular structure, C30H22F4O6V in a non-equilibrium geometry.

As for the energy relative to the best compared isomer or geometry (same formula, charge and spin): 2.919 eV. Its charge is -1. The value obtained for the HOMO energy is -4.726 eV. For the largest force on an atom, the calculation gives 3.7 eV Å⁻¹.

Positions of all 63 atoms, in Å:
O -1.19 -0.99 1.08
V -0.73 -0.60 -0.41
O 0.66 -1.19 -0.81
C -0.68 3.10 -2.72
C -1.17 3.47 -4.02
C -2.21 2.40 -4.82
O -2.68 2.76 -5.88
C -2.29 1.07 -4.27
C -1.83 0.79 -3.03
C -1.01 1.90 -2.20
O -0.64 1.63 -0.98
O -1.86 -0.44 -2.62
O -0.80 4.49 -4.64
H -0.12 3.82 -2.15
H -2.59 0.28 -4.94
F -1.73 -2.99 -0.60
C -2.19 -4.15 -0.01
C -2.97 -4.12 1.16
C -3.41 -5.26 1.76
C -3.12 -6.44 1.12
C -2.36 -6.51 -0.06
C -1.91 -5.34 -0.62
H -3.21 -3.14 1.53
H -4.00 -5.19 2.66
H -3.42 -7.37 1.57
H -2.06 -7.49 -0.38
H -1.23 -5.39 -1.46
F 1.77 -1.46 4.69
C 2.23 -0.96 3.58
C 2.89 -1.77 2.62
C 3.13 -1.30 1.34
C 2.64 -0.02 1.03
C 2.01 0.84 1.96
C 1.86 0.30 3.25
H 3.16 -2.75 2.97
H 3.58 -1.93 0.58
H 2.96 0.37 0.07
H 1.65 1.82 1.69
H 1.55 0.94 4.06
F 1.80 0.31 -3.08
C 2.98 0.93 -3.31
C 3.97 0.19 -3.98
C 5.08 0.87 -4.40
C 5.31 2.21 -4.06
C 4.36 2.94 -3.38
C 3.22 2.25 -2.98
H 3.84 -0.89 -4.01
H 5.73 0.37 -5.11
H 6.21 2.68 -4.43
H 4.60 3.96 -3.09
H 2.42 2.69 -2.40
F -1.90 4.58 5.81
C -2.10 3.45 5.10
C -3.09 3.52 4.15
C -3.30 2.41 3.35
C -2.64 1.24 3.61
C -1.67 1.13 4.61
C -1.38 2.25 5.31
H -3.58 4.46 3.93
H -4.00 2.43 2.52
H -2.76 0.41 2.93
H -1.16 0.18 4.71
H -0.65 2.26 6.11

HOMO energy of number 1 (C45H77N11O9S)? -7.630 eV